Record 1
DFT (the ωB97M-V functional and the def2-TZVPD basis) results for a structure of composition C23H45N3NiO7S4SbSi3.

Results
Max |F| = 0.01677 hartree/bohr
LUMO level (alpha / beta) = -2.439 / -2.546 eV
Net charge = +1
Multiplicity = 3
DFT total energy = -157929.5093 eV
Kohn-Sham gap (alpha / beta) = 7.8 / 7.7 eV

```
87
Properties=species:S:1:pos:R:3:forces:R:3:mulliken_spin:R:1
H 1.935569 -3.364056 -0.228817 -0.05 -0.05 0.04 0.000
H 1.025838 0.518416 3.960633 -0.01 0.02 0.01 0.000
O 2.511097 -1.223880 -5.206526 -0.32 -0.05 -0.05 0.000
Si -2.026234 -2.091096 -0.230603 0.09 0.05 -0.09 0.000
H -3.121683 1.259344 4.223213 0.00 -0.01 0.00 0.000
C 1.626461 -4.107675 0.505267 -0.06 -0.05 -0.07 0.000
C -2.171983 2.333586 -4.103236 0.02 -0.03 -0.02 0.005
C -0.130300 3.572562 1.233754 -0.01 -0.04 0.05 -0.019
H 1.418955 5.441893 -1.675402 0.00 0.01 0.00 -0.001
H -1.514624 -4.512954 -0.029866 -0.01 -0.01 0.03 0.000
N 1.148486 0.685402 0.224619 0.01 -0.15 0.27 0.020
H -0.431697 4.099728 2.138706 0.00 0.00 0.01 -0.001
H -2.858766 3.178949 -4.152937 0.01 0.01 0.02 0.001
H 3.079041 -1.933160 2.629719 0.01 -0.02 0.03 0.000
S -0.191515 3.937680 -3.277391 0.00 0.06 -0.07 0.097
H -2.439665 1.913317 0.361711 0.00 -0.04 0.04 0.011
C 1.253241 4.071011 0.796060 -0.02 0.01 -0.02 0.011
H -3.231709 -4.218762 -0.312350 0.01 -0.01 -0.01 0.000
C -1.995205 -1.739176 4.744694 0.00 -0.07 -0.02 0.000
C 3.446979 -1.448683 -2.630751 -0.01 0.01 -0.03 0.001
H 3.000881 -1.117966 0.699654 0.01 0.02 -0.05 -0.001
H 0.754907 -5.431687 3.349497 -0.01 0.00 0.00 0.000
H -0.773634 3.189034 -5.495887 -0.01 -0.01 -0.01 0.000
C -1.173356 -1.928366 -1.865647 0.00 -0.04 -0.07 0.001
H -2.536466 1.571844 -4.790224 -0.01 0.02 -0.01 0.001
C 2.832446 -0.957150 -0.352080 0.02 0.03 -0.06 -0.005
Sb -0.352101 -1.287474 1.553910 0.08 -0.34 0.33 0.019
H 1.250471 5.148287 0.626977 0.00 0.00 -0.01 0.001
O 1.219413 0.009669 1.434987 -0.27 0.11 0.13 0.013
H -0.883507 -0.896223 -2.055479 0.03 0.02 -0.01 -0.003
H 3.075237 4.913330 -1.992302 0.01 0.01 -0.01 0.001
C 2.036682 4.589346 -1.963033 0.00 0.02 -0.02 0.007
H -4.108329 -1.419015 0.897101 -0.01 0.02 -0.01 0.000
C 1.671840 0.202409 -2.154742 -0.10 -0.01 -0.07 -0.018
H 0.806859 -4.692474 0.082351 0.02 -0.01 -0.02 0.000
C 3.596223 -1.654678 -1.277781 0.18 0.17 -0.02 -0.001
H 1.923562 4.738656 -4.121814 0.00 0.00 0.01 0.000
H 1.969859 3.860537 1.587958 -0.01 0.00 0.01 0.000
Si 1.106979 -3.358803 2.129426 0.10 0.01 -0.03 0.000
H -0.273218 -2.548843 -1.878143 0.01 0.02 -0.01 0.000
O 5.239966 -3.215306 -1.620217 0.21 0.15 0.04 0.000
H -0.121707 1.559721 4.805214 0.00 0.00 0.01 0.000
H 2.471552 -4.780868 0.669864 -0.01 0.00 0.00 0.000
O 2.355192 0.892017 -4.849640 -0.33 0.08 -0.02 -0.001
C -2.743105 2.886903 -0.021920 0.00 0.04 0.04 -0.020
Ni -0.177037 2.271114 -1.493173 -0.04 -0.02 0.02 1.504
H 0.372670 0.029359 5.531005 0.02 -0.01 0.00 0.000
C 2.509159 -2.698838 3.154254 0.01 0.04 0.06 0.000
H -4.266611 -1.330545 -0.860824 -0.02 0.01 0.01 0.000
C 0.094679 -4.600058 3.085623 -0.05 -0.03 -0.01 0.000
H -2.496150 -1.343593 5.632086 0.00 0.01 -0.01 0.000
Si -1.306689 -0.326424 3.749784 -0.02 0.12 -0.04 0.001
O 4.553903 -2.894040 0.396729 0.24 0.18 0.11 0.000
N 4.565249 -2.637366 -0.795300 -0.58 -0.44 -0.20 0.000
H 3.196670 -3.510624 3.405009 0.00 0.00 -0.01 0.000
H -3.416914 0.457378 2.675153 0.00 0.02 0.01 0.000
O 0.767791 0.989146 -2.624187 0.05 0.03 -0.09 0.086
H -2.216588 1.757567 2.795814 0.00 0.05 -0.05 0.000
C -2.644070 0.896020 3.309249 -0.05 0.01 -0.04 0.000
N 2.404629 -0.265074 -4.472301 0.86 0.01 0.06 0.001
C 0.132034 0.520495 4.586743 0.06 -0.03 -0.01 0.000
C -3.599661 -1.116878 -0.021134 -0.03 0.03 -0.02 0.002
H 2.027651 3.058742 -3.538506 0.00 0.00 0.00 0.003
H -0.319737 -4.205629 4.011897 0.00 0.02 0.03 0.000
H 2.134625 -2.271487 4.087319 0.02 0.00 0.02 0.000
C -0.748819 2.736143 -4.505449 -0.01 -0.02 0.00 -0.012
C -2.352495 -3.866563 0.234580 0.02 -0.05 0.02 0.001
H -0.118868 2.494593 1.402224 -0.01 0.06 -0.01 0.014
S -2.295810 1.606495 -2.423823 -0.04 -0.05 0.03 0.066
C 1.869335 -0.066177 -0.768616 0.09 -0.10 0.10 -0.001
C -3.297569 2.783529 -1.449730 0.01 0.02 0.00 0.010
H -3.435310 -0.041983 0.011493 0.02 0.07 -0.02 -0.001
H -3.488513 3.325018 0.640413 0.00 0.01 0.00 -0.002
H 4.038456 -1.990413 -3.354299 0.00 0.01 0.01 0.000
S 1.885370 3.261975 -0.718257 0.05 -0.01 -0.04 0.074
H -2.562705 -3.988628 1.298963 -0.02 0.00 0.00 0.000
H -3.272757 3.757417 -1.941962 -0.02 0.00 0.00 -0.002
H -4.330366 2.439145 -1.430830 0.01 -0.02 0.02 0.000
O -0.208195 0.766243 -0.065560 0.00 0.30 -0.28 0.058
H -0.069485 1.884498 -4.501770 -0.01 0.02 0.01 0.002
C 2.516125 -0.511962 -3.030153 -0.10 -0.16 -0.07 0.001
S -1.270224 3.945019 -0.127618 -0.04 0.02 0.05 0.088
H -1.199864 -2.401878 5.085659 0.00 -0.03 0.01 0.000
H -0.720305 -5.009720 2.486922 0.01 0.01 0.02 0.000
H -2.724010 -2.329596 4.186512 0.00 -0.01 0.01 0.000
H -1.824693 -2.267691 -2.675685 -0.01 -0.01 0.01 0.000
C 1.616130 4.049925 -3.336803 0.01 -0.01 0.04 -0.011
```
Forces are in eV/Å.

Record 2
DFT (the ωB97M-V functional and the def2-TZVPD basis) results for a cluster of 3 separate species, C23H45NO4 in total.

Results
Max |F| = 0.01527 hartree/bohr
LUMO level = 0.782 eV
Net charge = 0
DFT total energy = -34259.5121 eV
Kohn-Sham gap = 9.3 eV

```
73
Properties=species:S:1:pos:R:3:forces:R:3:lowdin_charge:R:1
C -0.846232 3.474515 2.717986 0.13 0.03 0.06 -0.068
H 1.451949 2.855532 -2.184396 0.02 0.14 0.06 0.122
H 1.068211 -4.278118 1.534500 0.04 0.03 -0.04 0.116
H 2.032081 0.457806 3.763829 0.04 0.00 -0.02 0.077
H 3.718145 -2.975746 3.708967 0.00 -0.03 0.02 0.107
C 2.048098 1.538817 3.910561 -0.13 0.00 0.04 -0.074
H -0.722565 4.066538 1.810000 -0.03 -0.01 0.03 0.069
C 3.998522 -3.450024 2.761052 0.09 0.00 0.06 -0.285
H 1.152230 -1.040541 -2.661038 -0.15 0.08 -0.18 0.075
H 0.911551 -2.790127 3.558432 -0.04 -0.01 -0.03 0.077
H -5.383770 -1.914824 -2.076369 0.03 -0.19 0.05 0.095
C -5.386863 0.216123 -2.161577 0.43 0.17 0.30 -0.084
C -1.649697 2.674941 -0.791942 0.23 0.17 -0.10 -0.136
C -0.511053 2.017107 2.451262 -0.12 0.02 0.06 -0.271
H 0.272591 -4.419228 3.844659 -0.01 0.00 -0.02 0.076
H 1.124650 -1.784484 -0.493337 -0.14 -0.09 0.18 0.067
H -2.655630 0.223233 -3.465808 -0.09 0.14 -0.12 0.092
C 1.945667 -0.594978 -2.071457 -0.16 0.09 0.13 -0.245
C -1.603258 -0.032852 -3.617114 -0.43 -0.36 0.55 -0.243
C -3.602948 1.334428 -0.988880 -0.37 0.03 -0.09 -0.282
O 2.883972 -3.524014 1.893546 0.02 0.07 -0.13 -0.169
C 1.876724 2.255459 2.581797 0.12 0.00 0.05 -0.274
C -1.206355 2.901643 -2.258219 -0.06 -0.05 -0.22 -0.285
C 1.175557 -3.846103 3.632453 0.12 0.03 0.06 -0.078
H 1.849395 -3.964761 4.482702 -0.02 -0.03 0.00 0.066
C -1.488004 -1.554603 -3.573483 0.13 0.45 -0.01 -0.059
C -0.264127 1.785832 -2.745981 -0.08 0.23 0.57 -0.316
H 2.114386 -5.374497 2.420657 0.01 0.00 0.04 0.108
H -6.273098 0.274616 -2.774321 -0.10 -0.09 -0.07 0.099
H 1.256265 1.793591 4.616981 0.03 0.02 0.01 0.067
H -0.690596 -1.894613 -4.227038 0.07 -0.23 -0.01 0.070
C -4.753251 1.397834 -1.781882 0.30 -0.50 0.27 -0.019
C -3.111197 0.104524 -0.559214 -0.17 0.06 -0.14 -0.013
H 5.597278 -4.642438 3.573336 0.01 0.02 -0.01 0.076
C 2.140879 0.875067 -2.449356 0.17 -0.29 0.37 -0.188
H -2.430496 -2.018454 -3.843364 -0.07 -0.12 -0.20 0.070
H -5.118358 2.367239 -2.076556 -0.05 0.14 -0.08 0.116
C -4.878362 -1.017713 -1.754510 -0.02 0.29 -0.04 -0.102
C -3.744089 -1.073797 -0.946223 -0.23 0.54 -0.20 -0.083
H 2.855483 -1.134793 -2.332908 0.10 -0.07 -0.05 0.103
C 4.672919 -4.788348 3.013778 -0.12 -0.07 0.01 -0.080
H 1.018632 -0.052042 -0.155851 -0.15 0.03 0.08 0.046
H -1.236430 1.601935 1.749947 0.04 -0.01 0.04 0.096
H 4.038813 -5.461778 3.592679 0.02 0.01 0.03 0.066
C 1.806186 -4.326029 2.335679 -0.11 -0.03 0.03 -0.282
H -3.350344 -2.021383 -0.617413 0.04 -0.16 0.04 0.103
O 0.752214 1.821357 1.841196 -0.06 -0.06 -0.22 -0.177
H -0.072950 1.981670 -3.806195 -0.01 -0.24 -0.23 0.147
H -0.588702 1.428035 3.372115 0.01 0.03 0.02 0.112
H 4.908664 -5.280074 2.069208 0.04 0.03 -0.01 0.082
O -3.045088 2.531592 -0.601869 -0.10 -0.32 -0.09 -0.042
H -1.262496 -1.838488 -2.550753 0.05 -0.12 0.13 0.070
C 1.061774 1.851983 -2.000498 0.05 0.25 -0.50 -0.146
H 4.700233 -2.776947 2.267666 -0.04 0.02 -0.04 0.117
H 2.736020 2.046559 1.943694 -0.04 -0.02 -0.05 0.119
H 2.549504 -0.919135 -0.010428 0.07 0.15 0.15 0.069
H -0.602507 3.807904 -2.278275 0.02 0.19 0.07 0.137
H -0.205296 3.906000 3.488709 -0.03 -0.01 0.02 0.069
H -1.271640 0.367232 -4.573554 0.08 0.13 -0.13 0.120
H -1.373049 3.545514 -0.206391 -0.10 0.10 0.07 0.116
H 3.069062 1.207163 -1.979367 0.14 0.05 0.00 0.109
H -2.777127 2.294029 -3.428014 -0.16 0.00 0.17 0.050
H -1.098071 1.833905 -0.376469 -0.07 -0.15 0.01 0.088
H -2.232558 0.083684 0.065690 0.12 -0.12 0.05 0.111
H 1.846202 3.341232 2.728303 -0.02 0.00 0.04 0.109
H -1.878553 3.565125 3.056153 -0.02 -0.01 -0.03 0.084
H 2.312169 0.942191 -3.523399 -0.10 0.13 -0.18 0.110
O -0.842033 0.509599 -2.545160 0.31 -0.09 -0.44 -0.123
H 0.898807 1.792259 -0.928794 -0.01 -0.08 0.19 0.091
H 2.998922 1.817092 4.365943 0.02 0.00 -0.01 0.077
N -2.346079 3.166056 -3.143673 0.27 -0.05 -0.14 0.082
C 1.634239 -0.829388 -0.592502 0.31 -0.35 -0.25 -0.084
H -1.975123 3.563360 -3.999901 -0.08 0.10 -0.02 0.078
```
Forces are in eV/Å.

Record 3
DFT (the ωB97M-V functional and the def2-TZVPD basis) results for a structure of composition C23H46Br16N2O2S in a non-equilibrium geometry.

Results
Max |F| = 0.30751 hartree/bohr
LUMO level = 0.159 eV
Net charge = 0
DFT total energy = -1163179.9144 eV
Kohn-Sham gap = 8.0 eV

```
90
Properties=species:S:1:pos:R:3:forces:R:3:lowdin_charge:R:1
C 2.530988 -5.081506 7.675547 0.24 -0.09 0.13 -0.695
H 2.016519 1.812578 8.256623 -0.26 0.05 0.30 0.046
H -6.044991 2.694536 -7.195408 0.04 -0.03 0.10 0.054
H 0.895455 -4.491115 1.057186 -0.12 -0.16 0.01 0.000
C 4.303137 -1.514307 3.901428 -0.02 0.14 0.18 -0.685
H 4.825802 -0.629555 4.267196 -0.08 -0.05 -0.14 0.029
H 1.959823 -0.532496 0.288275 -1.10 1.24 -0.29 0.129
H 2.202264 -0.612126 -2.052151 -0.51 1.01 1.06 0.160
H 0.702238 2.848979 7.649813 0.05 0.05 0.08 0.055
H -0.467189 3.808284 -4.543761 -0.47 -1.44 0.89 0.075
H -0.205324 -0.010106 -2.078198 0.57 0.63 0.11 0.118
H 4.926144 -2.393110 4.067600 -0.14 0.07 -0.10 0.056
H -1.233963 0.954069 -5.106370 1.29 0.89 0.98 0.078
Br -1.407849 -5.335131 -0.574299 0.03 -0.06 -0.01 0.624
H -3.884675 -6.032999 -2.164740 -0.17 -0.12 -0.02 -0.006
H 6.093094 1.917017 4.351832 -0.05 0.11 0.12 0.062
H 0.398374 -0.480439 -4.141832 0.56 1.54 0.13 0.120
C 3.749010 1.148297 -0.460316 0.45 -0.04 -0.70 -0.423
H 3.808519 1.121495 -2.688143 -1.62 0.37 1.02 0.125
Br -7.679139 5.305652 -9.479924 0.12 -0.05 0.06 0.589
C 3.023919 1.388752 -1.889043 1.61 -0.67 1.17 -0.460
H -6.191492 0.951334 -5.498267 0.05 0.12 -0.05 0.059
O 4.914325 0.819694 -0.208046 -4.42 1.37 -0.41 0.082
C -5.704548 1.890168 -5.230009 0.08 -0.29 0.05 -0.683
C 1.539540 -6.046612 7.074338 -0.25 0.07 -0.02 -0.687
C 1.574826 0.496461 -0.061947 0.98 -3.04 -0.55 -0.301
Br 3.341833 -3.025173 1.665846 -0.05 0.02 -0.02 0.666
C -0.815740 2.888145 -3.938885 -0.38 0.57 -1.01 -0.144
H 0.865816 3.350777 10.033663 0.11 0.10 0.02 0.050
H 0.037637 0.055531 1.218628 0.23 0.66 -0.59 0.088
O 2.640147 1.381280 0.441679 1.27 -1.11 -0.52 -0.188
Br 3.693977 4.815138 5.157991 5.38 4.92 -8.71 0.616
H 5.356526 3.301393 6.223704 -0.07 0.06 -0.10 0.071
H 3.907080 2.361212 5.752390 1.52 0.03 -1.54 -0.023
N 0.497035 0.686661 -2.363033 1.54 0.19 -0.61 -0.061
H 1.929385 -7.059096 6.973955 0.03 0.19 0.03 0.053
C -0.342753 1.549298 -4.681509 0.62 0.55 -0.61 -0.233
Br 1.984823 -6.567870 0.204661 -0.03 0.14 0.01 0.598
H -1.963087 2.918621 -3.997856 1.81 0.12 0.56 -0.007
H -4.780736 -8.325031 -3.048258 -0.02 0.13 0.02 0.057
H 2.256803 -4.036381 7.531997 -0.01 -0.17 -0.06 0.036
Br 0.985544 -5.471086 5.296910 0.04 -0.06 0.01 0.615
Br -6.032761 -4.772989 -2.320336 0.10 -0.03 0.05 0.593
Br 2.743181 -1.695155 5.055774 0.03 -0.04 0.00 0.597
H 2.658173 -5.276248 8.741590 -0.07 -0.03 -0.11 0.058
C -5.237151 2.617511 -6.465790 -0.20 0.19 -0.13 -0.676
H 0.245685 1.888711 -5.616134 -0.90 -0.69 1.36 0.103
C -0.676546 -6.003555 1.104458 -0.19 0.15 0.06 -0.683
H -4.371145 2.154011 -6.937459 -0.11 0.02 0.15 0.056
S 2.589895 3.204184 -1.965739 0.20 0.11 0.25 0.739
H -6.380315 2.480299 -4.611571 0.12 -0.01 -0.15 0.053
N 0.199260 0.707110 0.431299 1.93 0.42 0.54 0.087
Br -4.744672 4.459092 -6.058473 0.10 -0.09 0.00 0.633
C 0.744928 -5.541407 1.304440 0.13 -0.20 0.08 -0.730
H -5.317233 8.320985 -9.685736 -0.07 -0.11 0.03 0.058
H -6.780990 7.160571 -8.120292 0.06 -0.02 -0.10 0.060
H -1.326103 -5.594289 1.879858 0.11 -0.01 -0.05 0.059
Br 2.888209 3.644842 6.757950 -9.73 -3.02 12.09 0.603
Br -4.201282 1.377845 -4.100793 -0.21 0.01 0.01 0.664
H -4.527521 -6.027535 -3.822329 -0.04 -0.09 0.09 0.059
C -4.775390 -6.192138 -2.772601 -0.11 0.17 -0.20 -0.701
H 1.065445 -5.717610 2.332466 -0.08 0.00 -0.09 0.003
H -6.412100 -7.623818 -2.964917 0.15 0.11 0.05 0.050
H 4.747284 -1.003710 1.860462 -0.09 0.03 0.09 0.048
H 1.730501 0.766315 -4.210850 -1.56 0.05 0.95 0.118
Br -4.707882 6.544242 -11.288220 -0.11 0.04 -0.01 0.598
H -6.737478 7.844211 -10.642770 0.07 -0.11 0.13 0.050
H -5.491475 5.997918 -8.500084 -0.09 0.11 -0.12 -0.005
C 0.650588 0.610845 -3.844579 -0.53 -1.34 -1.13 -0.229
C -6.314394 6.578046 -8.916266 -0.22 0.06 0.08 -0.713
C 3.898144 -1.333577 2.461023 0.19 -0.14 -0.17 -0.742
Br 4.150563 1.984059 2.826998 0.16 0.42 0.26 0.821
Br 4.304253 -5.315404 6.901975 -0.09 0.10 -0.02 0.595
H -0.779592 -7.088202 1.086753 0.10 0.16 -0.01 0.055
Br 3.303376 3.330449 10.429857 0.04 0.09 -0.04 0.582
H -0.407667 3.032645 -2.889463 -0.72 -0.55 -1.28 0.045
H 0.621718 -6.072304 7.663643 0.12 0.04 -0.02 0.058
Br -5.466795 -8.039790 -0.693986 -0.08 0.02 -0.07 0.593
H 3.073785 -0.634163 2.329156 0.14 -0.11 0.12 0.001
C 1.692508 2.845621 8.110179 0.16 -0.58 0.51 -0.609
C 5.379895 2.718287 4.149556 0.17 0.00 -0.18 -0.631
H 3.233849 3.825091 -0.882099 -0.39 -1.24 -0.92 -0.095
C -5.395022 -7.554321 -2.580043 0.18 -0.20 0.11 -0.697
H 0.165612 1.661751 0.822918 -0.31 -0.54 -0.45 0.098
C 1.689176 3.653892 9.384314 -0.36 -0.39 0.15 -0.704
H 1.631717 4.729350 9.212191 0.08 -0.14 -0.06 0.047
C -5.897423 7.474296 -10.055586 0.25 0.05 -0.04 -0.698
H 5.900570 3.549060 3.673119 -0.06 -0.13 0.07 0.052
C 4.649102 3.111360 5.414924 2.96 -1.30 -2.68 -0.770
C 1.784421 0.392378 -1.678056 -0.12 0.81 -0.15 -0.269
```
Forces are in eV/Å.